Entry 1:
Molecular formula: C5H12FN
Method: DFT, ωB97M-V with the def2-TZVPD basis set

Cartesian coordinates (Å):
1 C -1.288 0.150 1.323
2 C -1.289 1.188 -0.988
3 C 2.018 1.149 0.864
4 C -0.892 0.017 -0.132
5 C 1.568 0.171 -0.135
6 N 1.704 -1.177 0.093
7 F 1.778 0.616 -1.415
8 H -0.635 -0.403 1.982
9 H -1.150 1.171 1.461
10 H -2.278 -0.428 1.559
11 H -2.399 1.620 -0.989
12 H -0.739 2.091 -0.996
13 H -1.221 0.829 -2.079
14 H 2.501 1.955 0.211
15 H 2.679 0.545 1.512
16 H 1.212 1.535 1.525
17 H -0.926 -0.917 -0.684
18 H 1.102 -1.734 -0.481
19 H 2.627 -1.398 0.339

Output
HOMO level (spin up / spin down)   -7.2447 / -7.1632 eV
HOMO-LUMO gap (spin up / spin down)   8.207 / 8.174 eV

Calculated atomic charges, method natural (NBO), unit e: -0.670 -0.677 -0.714 -0.184 0.588 -0.877 -0.377 0.214 0.211 0.217 0.197 0.215 0.213 0.243 0.215 0.241 0.175 0.400 0.367



Entry 2:
Molecular formula: C16H9F5N3SY
Method: DFT, ωB97M-V with the def2-TZVPD basis set

Cartesian coordinates (Å):
1 Y -0.961 0.895 -0.113
2 F 0.148 1.881 6.585
3 C 0.399 1.761 5.299
4 C -0.626 1.455 4.420
5 F -1.867 1.283 4.845
6 C -0.304 1.342 3.091
7 F -1.362 1.053 2.200
8 C 0.949 1.513 2.550
9 S 1.317 1.356 0.822
10 C 1.952 1.820 3.460
11 F 3.191 2.008 3.037
12 C 1.684 1.944 4.816
13 F 2.656 2.237 5.653
14 N -0.229 -1.461 -2.717
15 C -0.143 -0.150 -3.148
16 C 0.228 0.068 -4.478
17 C 0.333 1.353 -4.945
18 C 0.070 2.434 -4.091
19 C -0.289 2.146 -2.812
20 N -0.406 0.874 -2.326
21 C -0.484 -2.065 -1.495
22 C -0.361 -3.456 -1.438
23 C -0.615 -4.110 -0.259
24 C -0.984 -3.377 0.877
25 C -1.071 -2.027 0.750
26 N -0.840 -1.357 -0.418
27 H -0.002 -2.125 -3.441
28 H 0.436 -0.775 -5.123
29 H 0.625 1.529 -5.972
30 H 0.147 3.458 -4.424
31 H -0.480 2.957 -2.109
32 H -0.064 -4.005 -2.322
33 H -0.523 -5.187 -0.210
34 H -1.188 -3.853 1.824
35 H -1.337 -1.419 1.611

Output
HOMO level   -14.6202 eV
Net charge   +2
HOMO-LUMO gap   7.109 eV

Calculated atomic charges, method natural (NBO), unit e: 2.121 -0.245 0.298 0.295 -0.259 0.269 -0.388 -0.271 -0.302 0.334 -0.262 0.349 -0.254 -0.551 0.424 -0.248 -0.067 -0.234 0.048 -0.704 0.428 -0.248 -0.070 -0.230 0.039 -0.687 0.430 0.250 0.264 0.270 0.207 0.250 0.263 0.268 0.213



Entry 3:
Molecular formula: C2HNOS
Method: DFT, ωB97M-V with the def2-TZVPD basis set

Cartesian coordinates (Å):
1 C 1.392 -2.001 -0.984
2 C 0.601 0.251 -0.141
3 N 1.707 -3.094 -1.286
4 O 1.319 2.601 0.146
5 S 1.811 1.292 -0.277
6 H -0.293 0.188 0.352

Output
HOMO level (spin up / spin down)   -11.4716 / -11.4771 eV
HOMO-LUMO gap (spin up / spin down)   8.201 / 8.177 eV

Calculated atomic charges, method natural (NBO), unit e: 0.172 -0.310 -0.452 -0.834 1.219 0.205



How do the records compare in energy above the lowest of the compared OMol25 structures with the same formula, charge and spin? In the order shown, they have 251.2; 0.0; 617.9 kJ/mol.